This record from the OMol25 dataset describes a gas-phase ion, C22H40NO (charge +1). The level of theory is ωB97M-V/def2-TZVPD.

## Properties
F_max = 1.05 eV/A
HOMO-LUMO gap = 9.2 eV
LUMO level = -2.328 eV
SMILES string = CCCCCCCCCCCC[N+](C)(C)CCOc1ccccc1
Net charge = +1
Relative energy (zero: lowest compared OMol25 entry of this formula, charge and spin) = 0.3 kcal per mole

Structure (XYZ):
```
64
Properties=species:S:1:pos:R:3:forces:R:3:nbo_charge:R:1
C -7.81587 -0.39881 -0.15054 0.15 -0.04 -0.22 -0.600
C -6.47663 -0.23456 -0.85806 -0.08 0.12 0.35 -0.387
C -5.44835 0.46393 0.02835 0.09 -0.16 -0.52 -0.388
C -4.10175 0.62863 -0.67113 -0.11 0.17 0.48 -0.387
C -3.06852 1.30243 0.22750 0.10 -0.16 -0.49 -0.386
C -1.69550 1.36801 -0.43445 -0.09 0.15 0.48 -0.394
C -0.65310 2.01900 0.47119 0.09 -0.23 -0.47 -0.378
C 0.74240 1.96681 -0.14847 -0.13 0.17 0.45 -0.384
C 1.78464 2.63109 0.75210 0.04 -0.03 -0.39 -0.403
C 3.18393 2.79555 0.14428 -0.04 -0.12 0.30 -0.391
H 3.66566 3.63683 0.64400 0.06 0.01 -0.10 0.228
H 3.09549 3.05549 -0.91160 0.04 0.11 -0.09 0.206
C 4.12224 1.58872 0.30273 0.03 0.02 -0.18 -0.428
C 3.81885 0.50688 -0.73188 -0.42 0.88 0.13 -0.234
H 4.12977 0.87143 -1.71331 0.02 -0.19 0.00 0.229
H 2.74683 0.32174 -0.77395 0.13 -0.16 -0.05 0.251
N 4.48610 -0.81216 -0.51495 0.01 0.02 -0.03 -0.209
C 4.10846 -1.69991 -1.63579 -0.38 -0.61 -0.77 -0.424
H 3.03944 -1.89872 -1.59897 0.17 0.11 0.04 0.267
H 4.64421 -2.64439 -1.56164 0.07 0.06 0.13 0.228
H 4.35878 -1.23119 -2.58528 0.10 0.13 0.10 0.229
C 5.95262 -0.65463 -0.52562 0.86 0.14 0.03 -0.413
H 6.27104 -0.22724 -1.47481 -0.13 -0.01 -0.03 0.236
H 6.27532 0.00064 0.27990 -0.14 -0.02 0.01 0.236
H 6.43373 -1.62315 -0.40003 -0.15 -0.04 0.00 0.235
C 4.08875 -1.45405 0.77499 -0.65 -0.36 0.68 -0.236
H 4.34944 -2.51151 0.69916 0.12 0.11 -0.08 0.236
H 4.67567 -1.01309 1.58222 0.01 0.00 -0.13 0.239
C 2.61227 -1.34019 1.17101 0.04 0.12 0.05 -0.083
O 1.79108 -1.78514 0.11991 -0.10 -0.12 0.02 -0.561
C 0.43069 -1.92744 0.36261 -0.11 -0.01 -0.14 0.363
C -0.31064 -2.44066 -0.69661 0.18 0.05 0.06 -0.273
C -1.67250 -2.62319 -0.55861 0.10 0.00 -0.02 -0.182
C -2.30335 -2.29603 0.63123 -0.07 0.03 0.11 -0.228
C -1.56260 -1.77855 1.67652 -0.12 -0.05 -0.05 -0.171
C -0.19466 -1.58760 1.55112 0.37 0.07 0.01 -0.334
H 0.35604 -1.18083 2.38469 0.08 0.05 0.08 0.220
H -2.04404 -1.51928 2.60684 -0.05 0.03 0.09 0.226
H -3.36575 -2.44326 0.74073 -0.13 -0.01 0.01 0.229
H -2.24043 -3.02448 -1.38349 -0.06 -0.04 -0.08 0.228
H 0.19367 -2.69625 -1.61569 0.06 -0.04 -0.11 0.220
H 2.35352 -0.30958 1.44572 0.03 -0.07 0.01 0.190
H 2.47884 -1.97196 2.06051 0.09 0.13 -0.07 0.217
H 5.14635 1.94354 0.17467 0.04 -0.09 0.06 0.218
H 4.02494 1.20872 1.31992 0.05 -0.05 0.08 0.205
H 1.41157 3.62887 0.98922 -0.01 0.01 0.09 0.222
H 1.85540 2.09114 1.69979 -0.01 0.02 0.13 0.190
H 0.72517 2.47668 -1.11384 0.03 -0.02 -0.12 0.202
H 0.97645 0.91621 -0.33310 0.02 -0.10 -0.08 0.172
H -0.64069 1.49941 1.43251 -0.01 0.02 0.11 0.192
H -0.93197 3.05693 0.65965 0.00 0.08 0.09 0.202
H -1.37508 0.35287 -0.68394 0.04 -0.07 -0.07 0.194
H -1.76812 1.93171 -1.36693 0.02 -0.02 -0.12 0.198
H -2.98604 0.74205 1.16169 -0.01 0.02 0.11 0.191
H -3.40360 2.31168 0.47441 -0.04 0.06 0.10 0.200
H -4.23508 1.22135 -1.57869 0.02 -0.02 -0.11 0.198
H -3.72722 -0.35337 -0.97090 0.02 -0.04 -0.09 0.190
H -5.31013 -0.11522 0.94491 -0.02 0.01 0.12 0.187
H -5.82905 1.44642 0.31545 -0.03 0.05 0.10 0.198
H -6.61800 0.34651 -1.77188 0.05 -0.03 -0.08 0.196
H -6.09565 -1.21698 -1.14797 0.04 -0.01 -0.09 0.188
H -8.53255 -0.89703 -0.79856 -0.14 -0.04 0.01 0.212
H -8.22150 0.57133 0.12705 -0.09 0.08 0.06 0.203
H -7.70096 -0.99214 0.75412 -0.04 -0.06 0.11 0.199
```
Positions in Å, forces in eV/Å.